1.
A structure of composition C23H57Br4F2N5NiO13S2, computed with the ωB97M-V functional and the def2-TZVPD basis.

Results
M, g/mol: 1092.170
Spin multiplicity: 3
Charge: +2
LUMO level (alpha / beta), Eh: -0.2393 / -0.3563
Total energy, eV: -407131.893

Positions of all 107 atoms, in Å:
Ni1 -10.4443 -19.0424 -6.2985
C1 -4.9068 -24.2280 -8.3570
C2 -6.1842 -24.2882 -7.5442
N1 -7.0985 -23.0491 -7.6121
C3 -7.6040 -22.9566 -9.0676
C4 -8.2911 -23.1218 -6.6673
C5 -9.1455 -24.3516 -6.8883
C6 -6.3699 -21.7466 -7.3360
C7 -6.0030 -21.4814 -5.9242
O1 -5.4744 -22.6399 -5.3165
C8 -5.4156 -22.5516 -3.9138
H1 -5.0851 -23.7660 -9.3262
H2 -4.5752 -25.2505 -8.5269
H3 -4.1681 -23.7131 -7.7454
H4 -6.0686 -24.5322 -6.4903
H5 -6.8209 -25.1313 -7.8242
H6 -8.5850 -22.4913 -9.1205
H7 -7.6542 -23.9837 -9.4140
H8 -6.8909 -22.3714 -9.6407
H9 -8.8710 -22.1957 -6.7183
H10 -7.9723 -23.1001 -5.6240
H11 -9.3819 -24.5295 -7.9385
H12 -10.0782 -24.2171 -6.3471
H13 -8.6356 -25.2555 -6.5568
H14 -7.0430 -20.9685 -7.6972
H15 -5.4936 -21.7864 -7.9829
H16 -6.8615 -21.0830 -5.3693
H17 -5.1722 -20.7716 -5.8402
H18 -4.8414 -21.6530 -3.6699
H19 -5.0061 -23.4759 -3.5110
H20 -6.4073 -22.4746 -3.4568
N2 -11.5731 -20.0556 -5.0489
S1 -11.8861 -21.4352 -4.3894
O2 -13.2415 -21.9074 -4.5209
O3 -11.1047 -21.7696 -3.2258
F1 -11.1978 -22.3361 -5.5413
S2 -12.5948 -19.2408 -3.9116
O4 -12.0078 -18.9730 -2.6471
O5 -14.0238 -19.3094 -4.0450
F2 -12.2507 -17.8938 -4.7592
C9 -16.2891 -17.1551 -5.5183
N3 -16.9367 -17.2340 -4.1718
O6 -17.5339 -18.2462 -3.8346
O7 -16.7172 -16.2866 -3.4629
H21 -15.2334 -16.9280 -5.4142
H22 -16.8475 -16.4036 -6.0709
H23 -16.4373 -18.1423 -5.9465
C10 -15.2227 -17.9317 -0.9745
N4 -14.5801 -16.6266 -1.2315
O8 -14.7368 -15.7255 -0.4461
O9 -13.8421 -16.5307 -2.1991
H24 -16.1290 -17.8156 -0.3913
H25 -14.4714 -18.5052 -0.4324
H26 -15.3819 -18.3949 -1.9441
C11 -10.6098 -15.7032 -3.0906
N5 -9.1369 -15.5501 -3.4148
O10 -8.5281 -14.6598 -2.8859
O11 -8.6543 -16.2715 -4.2669
H27 -10.9048 -14.8762 -2.4519
H28 -10.7227 -16.6446 -2.5612
H29 -11.1754 -15.6388 -4.0142
Br1 -14.4861 -23.9807 -7.2741
C12 -14.0867 -24.7108 -5.4707
C13 -14.6993 -26.1118 -5.3261
Br2 -16.6614 -25.9558 -5.3902
H30 -14.4713 -23.9900 -4.7599
H31 -13.0112 -24.8554 -5.3922
H32 -14.4228 -26.5984 -4.3970
H33 -14.4282 -26.6449 -6.2327
Br3 -6.8747 -20.7967 -1.2936
C14 -8.6810 -20.0032 -1.5697
C15 -9.6781 -20.5930 -0.5931
Br4 -9.0792 -20.3659 1.3005
H34 -8.8946 -20.2853 -2.5986
H35 -8.6854 -18.9149 -1.5375
H36 -9.6672 -21.6517 -0.8473
H37 -10.6900 -20.2093 -0.6604
C16 -13.2738 -16.1742 -8.1051
C17 -12.5962 -17.4396 -8.6890
O12 -12.5792 -18.4759 -7.7092
C18 -13.7403 -19.3377 -7.7205
C19 -13.4759 -20.4504 -8.7480
H38 -12.8485 -16.0191 -7.1125
H39 -13.0690 -15.3431 -8.7747
H40 -14.3252 -16.3869 -7.9064
H41 -13.0640 -17.7743 -9.6141
H42 -11.5442 -17.1597 -8.7647
H43 -13.7773 -19.8560 -6.7631
H44 -14.6780 -18.8273 -7.9388
H45 -14.2444 -21.2240 -8.7438
H46 -12.5420 -20.9203 -8.4350
H47 -13.3826 -20.0851 -9.7699
C20 -17.2131 -20.6737 -6.7326
C21 -16.7394 -21.0868 -5.3672
O13 -17.7736 -21.6764 -4.6405
C22 -17.4568 -22.3988 -3.4798
C23 -16.8030 -21.4947 -2.4196
H48 -18.1545 -20.1208 -6.7279
H49 -16.5568 -19.9315 -7.1885
H50 -17.3064 -21.5185 -7.4125
H51 -15.8117 -21.6803 -5.3701
H52 -16.3898 -20.2664 -4.7056
H53 -18.3453 -22.9418 -3.1677
H54 -16.7375 -23.1995 -3.7059
H55 -16.8756 -21.9639 -1.4407
H56 -17.3160 -20.5307 -2.4091
H57 -15.7538 -21.2633 -2.6068

Cartesian forces (eV/Å) of the 3 atoms listed first:
-0.795 0.407 -0.237
-0.498 0.167 0.723
-1.313 -0.918 0.799

---

2.
The molecule CH2S2, computed with the ωB97M-V functional and the def2-TZVPD basis.

Results
M, g/mol: 78.161
LUMO level (alpha / beta), Eh: -0.0485 / -0.0482
Total energy, eV: -22737.519
Energy relative to the best compared isomer or geometry (same formula, charge and spin), eV: 1.6155

Positions of all 5 atoms, in Å:
C1 0.8599 -0.0258 -0.0941
S1 -0.8010 0.4783 -0.0415
S2 -2.5525 -0.4075 -0.0588
H1 1.2464 0.9793 -0.0774
H2 1.2471 -1.0243 0.2718

Cartesian forces (eV/Å) of the 3 atoms listed first:
-4.247 -0.955 1.362
1.564 0.091 -0.702
1.632 -0.366 0.214

---

3.
A cluster of 3 separate species, C4H16N2O2 in total, computed with the ωB97M-V functional and the def2-TZVPD basis.

Results
M, g/mol: 124.184
SMILES string: CNC[C@@H](C)N.O.O
LUMO level, Eh: 0.0312
Total energy, eV: -11479.810
Energy relative to the best compared isomer or geometry (same formula, charge and spin), eV: 3.1618

Positions of all 24 atoms, in Å:
C1 -2.0376 -0.5659 1.6303
N1 -0.9823 0.0026 0.6867
C2 -0.2816 -0.9532 -0.3104
C3 0.8930 -1.6120 0.4647
C4 0.7746 -3.0364 0.2944
N2 2.1942 -1.1800 -0.0602
H1 -2.7648 -0.9334 0.9868
H2 -1.7227 -1.5870 1.9666
H3 -2.4143 0.1712 2.4608
H4 -0.4045 0.5445 1.2880
H5 -1.1006 -1.5919 -0.6032
H6 0.0082 -0.4105 -1.1731
H7 0.7392 -1.2637 1.4883
H8 1.6798 -3.6416 0.4560
H9 0.6747 -3.3131 -0.7020
H10 0.0408 -3.5154 0.8553
H11 2.8974 -0.7265 0.5273
H12 2.2677 -0.9665 -1.0950
O1 -0.9757 2.9879 -4.7954
H13 -0.8660 2.1485 -4.4649
H14 -1.5549 3.3986 -5.4274
O2 1.1672 5.1120 1.7355
H15 1.4313 5.6366 2.4457
H16 0.3369 5.2953 1.3454

Cartesian forces (eV/Å) of the 3 atoms listed first:
2.177 -0.235 -0.149
-1.687 -0.010 -0.257
-1.399 1.609 3.984

---

4.
A cluster of 2 separate species, C6H9N2OS in total, computed with the ωB97M-V functional and the def2-TZVPD basis.

Results
M, g/mol: 157.218
Charge: +1
LUMO level (alpha / beta), Eh: -0.1923 / -0.1920
Total energy, eV: -22220.844
Energy relative to the best compared isomer or geometry (same formula, charge and spin), eV: 2.0388

Positions of all 19 atoms, in Å:
C1 1.9326 0.8012 0.2598
C2 1.5061 1.2056 -0.9396
C3 1.1959 -0.3709 0.6336
C4 0.3666 0.4349 -1.4850
C5 -2.2221 0.8774 0.4163
C6 0.2770 -0.6240 -0.3863
N1 1.2534 -1.0236 1.7961
N2 -2.6746 -0.2549 0.2653
O1 -0.5943 -1.6563 -0.4593
S1 -1.6519 2.3217 0.5940
H1 2.5288 1.3993 0.9318
H2 1.9632 1.9597 -1.3740
H3 -0.6610 0.9772 -1.6395
H4 0.5935 -0.0830 -2.3866
H5 2.1235 -0.8634 2.4947
H6 0.6212 -1.7752 2.0516
H7 -2.0080 -1.0280 0.3785
H8 -3.7248 -0.5755 0.3196
H9 -0.8251 -1.7220 -1.4711

Cartesian forces (eV/Å) of the 3 atoms listed first:
-0.712 0.311 0.238
-1.425 -1.536 1.510
-2.454 -0.821 -1.457

---

5.
The molecule C15H20N4O3S, computed with the ωB97M-V functional and the def2-TZVPD basis.

Results
M, g/mol: 336.417
SMILES string: Cc1cccc(CCNC(=O)CN(C)S(=O)(=O)c2cnc[nH]2)c1
LUMO level, Eh: -0.0208
Total energy, eV: -38804.085
Energy relative to the best compared isomer or geometry (same formula, charge and spin), eV: 15.9952

Positions of all 43 atoms, in Å:
C1 0.7776 -1.4731 3.1668
C2 -0.6384 -1.9263 2.6084
C3 -1.6620 -2.1624 3.5100
C4 -2.9086 -2.3875 2.8573
C5 -3.1261 -2.5558 1.3069
C6 -1.9768 -2.1981 0.5865
C7 -2.0675 -2.3915 -0.9041
C8 -2.3761 -0.9939 -1.3826
N1 -1.6307 -0.0120 -1.1824
C9 -1.6502 0.8820 0.1176
O1 -2.7204 0.9975 0.4919
C10 -0.4153 1.7894 0.4753
N2 0.4173 1.9921 -0.6339
C11 0.1216 2.8133 -1.7135
S1 1.6272 0.8201 -0.9203
O2 1.2560 -0.2066 -1.9668
O3 1.9771 0.1175 0.3841
C12 3.1079 1.5874 -1.5374
C13 3.9762 2.7747 -0.8467
N3 4.8764 2.9666 -1.7402
C14 4.6453 2.3554 -2.7933
N4 3.7094 1.1340 -2.7303
C15 -0.7577 -1.7698 1.1390
H1 1.1897 -2.3133 3.5027
H2 1.5503 -0.8076 2.4528
H3 0.7860 -0.7611 3.8934
H4 -1.3363 -1.8282 4.5450
H5 -3.6557 -2.4776 3.5641
H6 -4.0438 -2.4947 1.2585
H7 -2.9891 -3.0501 -1.1335
H8 -1.0494 -2.6543 -1.2159
H9 -2.5779 -0.9970 -2.2507
H10 -3.4401 -0.7628 -0.9426
H11 -0.6129 -0.1220 -1.4154
H12 -0.7291 2.5724 0.9792
H13 0.0199 1.0638 1.1055
H14 -0.6600 2.1643 -2.3071
H15 -0.2933 3.5070 -1.3107
H16 1.0180 2.8543 -2.4097
H17 3.8897 2.9977 0.1265
H18 5.0683 2.2700 -3.9130
H19 3.1060 0.6257 -3.2801
H20 0.1977 -1.9392 0.4587

Cartesian forces (eV/Å) of the 3 atoms listed first:
-0.676 2.618 -5.113
3.215 3.256 -2.640
0.057 1.061 -1.999

---

6.
A structure of composition HOTl, computed with the ωB97M-V functional and the def2-TZVPD basis.

Results
M, g/mol: 221.390
Charge: +2
LUMO level, Eh: -0.6903
Total energy, eV: -6728.583
Energy relative to the best compared isomer or geometry (same formula, charge and spin), eV: 0.3645

Positions of all 3 atoms, in Å:
Tl1 -1.0649 -1.6795 0.4628
O1 0.2807 0.8399 0.2100
H1 0.7842 0.8396 -0.6729

Force components x, y, z for each atom (eV/Å):
0.384 0.793 -0.012
-0.385 -0.988 -0.149
0.001 0.195 0.161

---

7.
A cluster of 3 separate species, C20H49ClN11O3P2S in total, computed with the ωB97M-V functional and the def2-TZVPD basis.

Results
M, g/mol: 621.154
Charge: +1
LUMO level, Eh: -0.1607
Total energy, eV: -85991.191
Energy relative to the best compared isomer or geometry (same formula, charge and spin), eV: 0.0000

Positions of all 87 atoms, in Å:
C1 1.0376 2.8554 1.5899
C2 1.4641 2.2150 2.9152
C3 2.0962 0.8269 2.6876
Cl1 3.7151 0.7250 3.4422
N1 1.2106 -0.2213 3.1422
C4 1.3662 -1.4815 2.7550
N2 2.3516 -1.9039 1.9337
C5 2.1687 -3.2146 1.8308
C6 3.0827 -4.0980 1.0282
O1 2.4411 -4.9960 0.1656
C7 1.3222 -4.4538 -0.5402
N3 1.1045 -3.6167 2.5254
N4 0.5843 -2.5090 3.1310
N5 -0.5105 -2.4410 3.9546
C8 -0.7844 -3.4692 4.5974
S1 -1.1606 -4.8960 5.0316
H1 0.2628 3.6083 1.7387
H2 1.8767 3.3716 1.1218
H3 0.6682 2.1317 0.8602
H4 2.2496 2.8425 3.3315
H5 0.6567 2.1803 3.6500
H6 2.2148 0.7104 1.6125
H7 0.4507 -0.0264 3.7778
H8 3.8063 -3.4455 0.5315
H9 3.6452 -4.6984 1.7514
H10 1.1590 -5.0992 -1.4013
H11 1.4908 -3.4347 -0.8956
H12 0.4228 -4.5375 0.0766
H13 0.7881 -4.5759 2.5516
O2 2.9989 3.3994 -1.7182
P1 3.7452 4.6013 -2.2780
N6 2.2849 5.5248 -2.4721
C9 1.5386 5.8961 -3.6510
C10 1.7002 6.0440 -1.2503
N7 4.4087 3.8069 -3.6529
C11 4.1474 4.1301 -5.0468
C12 4.6216 2.3655 -3.5098
N8 4.6135 6.0422 -2.5540
C13 4.2739 7.1519 -3.4218
C14 6.0487 5.9516 -2.2475
H14 1.4492 6.9880 -3.7384
H15 0.5214 5.4848 -3.6235
H16 1.9947 5.5471 -4.5714
H17 2.2057 6.9698 -0.9343
H18 1.7792 5.3226 -0.4329
H19 0.6387 6.2624 -1.3754
H20 3.0822 4.1390 -5.2907
H21 4.5976 3.3769 -5.6933
H22 4.6164 5.0675 -5.3522
H23 3.7091 1.7894 -3.7041
H24 4.9786 2.1181 -2.5139
H25 5.3977 2.0384 -4.2055
H26 3.8259 6.8527 -4.3669
H27 5.1753 7.7153 -3.6611
H28 3.5890 7.8505 -2.9331
H29 6.6195 5.5626 -3.0981
H30 6.2168 5.2875 -1.3982
H31 6.4543 6.9248 -1.9674
O3 -4.2369 -4.9152 -0.7550
P2 -4.7961 -3.9131 0.2078
N9 -3.5151 -3.8772 1.3660
C15 -3.4651 -4.3060 2.7381
C16 -2.2781 -3.3026 0.8907
N10 -6.2441 -4.7476 0.6160
C17 -6.6996 -5.0812 1.9577
C18 -6.6638 -5.7941 -0.3248
N11 -5.3984 -2.4084 0.6865
C19 -5.4100 -1.8432 2.0194
C20 -6.3970 -1.8375 -0.2260
H32 -3.1975 -3.4736 3.4064
H33 -2.7227 -5.1001 2.8767
H34 -4.4125 -4.6964 3.0966
H35 -2.2951 -2.2017 0.9278
H36 -2.0804 -3.6003 -0.1426
H37 -1.4312 -3.6501 1.4893
H38 -5.9570 -5.6367 2.5377
H39 -7.5772 -5.7244 1.9034
H40 -7.0387 -4.2039 2.5134
H41 -6.1503 -6.7454 -0.1467
H42 -6.4837 -5.4940 -1.3521
H43 -7.7399 -5.9541 -0.2340
H44 -5.6289 -2.5661 2.8056
H45 -6.1718 -1.0680 2.0817
H46 -4.4553 -1.3640 2.2617
H47 -7.4043 -2.2035 -0.0013
H48 -6.1661 -2.1027 -1.2589
H49 -6.3971 -0.7481 -0.1752

Cartesian forces (eV/Å) of the 3 atoms listed first:
-0.185 0.182 -0.084
0.486 0.137 -0.237
-0.479 0.714 -0.264

---

8.
A cluster of 2 separate species, C6H11O2 in total, computed with the ωB97M-V functional and the def2-TZVPD basis.

Results
M, g/mol: 115.152
Charge: -1
LUMO level, Eh: 0.1443
Total energy, eV: -10496.467
Energy relative to the best compared isomer or geometry (same formula, charge and spin), eV: 0.6145

Positions of all 19 atoms, in Å:
C1 -0.5198 1.2263 1.1311
C2 -0.6050 -0.0969 1.8459
C3 -0.7466 -0.2126 3.1662
C4 -0.4178 -1.3036 0.9672
H1 0.1380 1.1277 0.2654
H2 -0.1911 2.0367 1.7901
H3 -1.5309 1.4989 0.8121
H4 -0.7258 -1.1827 3.6536
H5 -0.8989 0.6452 3.8135
H6 -0.7227 -2.2165 1.4949
H7 0.6209 -1.3789 0.6503
H8 -1.0761 -1.2305 0.1058
O1 -0.4859 0.0983 -1.7136
C5 0.7249 0.2888 -1.9801
O2 1.5961 0.7403 -1.1969
C6 1.1336 0.0313 -3.4295
H9 0.5140 -0.7589 -3.8536
H10 1.0139 0.9594 -3.9925
H11 2.1794 -0.2724 -3.5300

Cartesian forces (eV/Å) of the 3 atoms listed first:
-0.391 0.040 0.457
0.520 0.055 0.196
-0.139 -0.046 0.059